(1)
Here is a structure of composition C2H6NO4PS in a non-equilibrium geometry from the Open Molecules 2025 dataset. Energies are from wB97M-V/def2-TZVPD.

Structure (XYZ):
```
15
Properties=species:S:1:pos:R:3:forces:R:3:mulliken_charge:R:1
C 0.523 -0.585 -0.124 0.4493 -0.9978 2.2876 -0.709
C -0.950 -0.417 -0.578 0.2979 0.6897 -2.3434 -0.341
N 1.431 0.577 0.009 -0.0648 -2.6333 -1.3072 -0.502
O -2.068 0.828 1.473 1.0134 1.1308 0.5071 -0.419
O -3.771 -1.030 0.945 -0.6188 0.0573 -1.6155 -0.571
O -3.195 0.803 -0.715 1.2312 0.4074 0.1102 -0.283
O -1.148 2.307 -0.199 -0.5223 0.0037 0.2696 -0.528
P -3.835 -0.735 -0.532 1.1431 0.1183 2.1510 0.526
S -1.667 0.998 -0.014 -1.6233 -1.7133 -1.0185 0.948
H 1.092 -1.361 -0.768 -1.3581 1.1153 1.0621 0.293
H 0.391 -0.996 0.955 0.7141 0.2778 -1.7402 0.321
H -1.028 -0.354 -1.734 -0.1029 0.1271 1.7848 0.335
H 1.265 1.222 0.723 -0.5582 1.0878 0.8503 0.246
H -2.707 0.104 1.676 -0.1616 -0.5320 -0.6738 0.491
H 1.618 0.947 -0.895 0.1608 0.8613 -0.3239 0.192
```
Positions in Å, forces in eV/Å.

The value obtained for the HOMO energy is -8.693 eV. For the lowest unoccupied orbital energy, the calculation gives -1.125 eV. The calculation puts the energy relative to the best compared isomer or geometry (same formula, charge and spin) at 106.6 kcal per mole. The frontier orbital gap is 7.568 eV.


(2)
Here is a cluster of 3 separate species, C2H6NO5 in total in a non-equilibrium geometry from the Open Molecules 2025 dataset. Energies are from wB97M-V/def2-TZVPD.

Structure (XYZ):
```
14
Properties=species:S:1:pos:R:3:forces:R:3:mulliken_charge:R:1
O -1.396 -1.715 -0.277 -0.3037 -0.1681 0.6349 -0.370
C -1.052 -0.951 -1.154 0.5756 1.0975 -0.3284 0.117
N -0.516 0.259 -0.893 -0.8993 -0.2073 -0.3215 -0.054
C -0.392 0.713 0.509 1.5405 -0.2397 -2.7245 0.599
O -1.111 -0.028 1.228 -0.6295 -0.4862 1.3844 -0.393
O 0.420 1.585 0.689 -0.6182 0.3749 0.8599 -0.531
H -1.115 -1.213 -2.220 -0.0222 -0.0813 0.1023 0.341
H -0.413 0.944 -1.637 0.2643 -0.2972 0.2211 0.269
H -0.630 -2.167 2.336 -0.1749 -0.6171 -0.7052 0.334
H -0.333 -1.205 3.366 0.6686 -0.8902 0.2154 0.318
O -0.063 -2.116 3.101 -0.4604 1.4542 0.4886 -0.632
H 1.458 1.985 -1.468 -0.1526 0.1355 0.4256 0.320
H 2.953 1.955 -1.499 0.1907 -0.0098 0.0161 0.319
O 2.191 1.953 -2.082 0.0212 -0.0651 -0.2687 -0.637
```
Positions in Å, forces in eV/Å.

The value obtained for the HOMO energy (alpha / beta) is -11.154 / -11.146 eV. For the lowest unoccupied orbital energy (alpha / beta), the calculation gives 0.276 / -3.943 eV. The spin multiplicity is 2. The expectation value of S² is 0.757. The calculation puts the energy relative to the best compared isomer or geometry (same formula, charge and spin) at 0.0 kcal per mole. The frontier orbital gap (alpha / beta) is 11.430 / 7.203 eV.


(3)
Here is an isolated molecule of C2H6NOPS in a non-equilibrium geometry from the Open Molecules 2025 dataset. Energies are from wB97M-V/def2-TZVPD.

Structure (XYZ):
```
12
Properties=species:S:1:pos:R:3:forces:R:3:mulliken_charge:R:1
C 0.662 -0.091 -1.390 -0.3925 -0.7216 0.2757 -0.995
C 0.083 -0.006 1.490 -0.2106 -0.9265 -0.3954 -0.976
N -0.271 -2.471 -0.063 -1.2456 -0.9028 -0.1037 -0.649
O 2.149 -1.399 0.335 0.3220 0.4465 -0.3588 -0.289
P 0.498 -1.145 0.099 1.6880 1.9015 0.5604 0.955
S 2.937 -1.927 1.648 -0.3944 0.0268 0.0290 -0.058
H 1.422 0.674 -1.266 0.0532 -0.0328 0.1282 0.322
H -0.317 0.355 -1.566 0.0434 0.0522 -0.0484 0.365
H 0.908 -0.739 -2.230 0.0358 0.0689 -0.0329 0.333
H 0.592 0.945 1.364 0.1216 -0.0258 -0.0852 0.308
H 0.386 -0.481 2.422 0.0108 0.0547 0.0068 0.353
H -0.995 0.140 1.496 -0.0318 0.0591 0.0243 0.332
```
Positions in Å, forces in eV/Å.

The value obtained for the HOMO energy (alpha / beta) is -9.024 / -8.850 eV. For the lowest unoccupied orbital energy (alpha / beta), the calculation gives -1.351 / -1.680 eV. The calculation puts the energy relative to the best compared isomer or geometry (same formula, charge and spin) at 54.6 kcal per mole. The frontier orbital gap (alpha / beta) is 7.672 / 7.169 eV.


(4)
Here is a cluster of 2 separate species, C2H6NOS in total in a non-equilibrium geometry from the Open Molecules 2025 dataset. Energies are from wB97M-V/def2-TZVPD.

Structure (XYZ):
```
11
Properties=species:S:1:pos:R:3:forces:R:3:mulliken_charge:R:1
C -2.588 0.117 0.178 0.1601 -0.0167 1.4514 -0.711
S -1.199 -0.160 -0.909 -0.0834 -0.1875 -0.9042 -0.645
H -3.354 0.748 -0.240 -0.4623 0.1072 -0.4387 0.213
H -3.022 -0.841 0.501 -0.1158 0.2747 -0.1176 0.184
H -2.282 0.645 1.105 -0.0440 -0.2859 -0.2774 0.206
C 2.502 -0.562 -0.171 0.2515 0.5234 0.3373 0.047
N 1.629 0.472 -0.160 0.5846 -0.0863 0.3782 -0.240
O 3.578 -0.625 0.434 -0.3577 0.3797 -0.0718 -0.647
H 2.256 -1.405 -0.811 -0.6529 -0.1508 -0.3063 0.333
H 0.575 0.398 -0.412 0.8908 -0.2426 0.2301 0.052
H 1.905 1.213 0.486 -0.1709 -0.3154 -0.2810 0.208
```
Positions in Å, forces in eV/Å.

The value obtained for the HOMO energy is -2.974 eV. For the lowest unoccupied orbital energy, the calculation gives 4.293 eV. The net charge is -1. The calculation puts the energy relative to the best compared isomer or geometry (same formula, charge and spin) at 20.7 kcal per mole. The frontier orbital gap is 7.267 eV.


(5)
Here is an isolated molecule of C2H6NP in a non-equilibrium geometry from the Open Molecules 2025 dataset. Energies are from wB97M-V/def2-TZVPD.

Structure (XYZ):
```
10
Properties=species:S:1:pos:R:3:forces:R:3:mulliken_charge:R:1
H 1.912 -1.988 0.701 -0.0658 -0.4998 0.5534 0.217
N 1.346 -1.206 0.424 3.1361 -0.8107 -1.9906 -0.439
C 0.336 -0.897 1.010 -3.7952 3.0792 0.8555 -0.123
C -0.458 0.522 0.296 3.2590 -4.1606 0.3254 -0.788
P 0.744 0.856 -1.173 1.4491 -0.9725 1.9330 -0.003
H -0.077 -1.404 1.923 0.0321 0.5687 -0.6930 0.355
H -1.223 0.003 -0.251 -1.4282 0.5999 0.7279 0.366
H -0.534 1.174 1.160 -0.7267 0.4568 -0.6426 0.403
H -0.188 1.345 -1.954 -2.1374 1.7466 -1.5033 0.000
H 0.484 -0.363 -1.863 0.2771 -0.0076 0.4342 0.011
```
Positions in Å, forces in eV/Å.

The value obtained for the HOMO energy is -9.007 eV. For the lowest unoccupied orbital energy, the calculation gives 1.104 eV. The calculation puts the energy relative to the best compared isomer or geometry (same formula, charge and spin) at 29.3 kcal per mole. The frontier orbital gap is 10.110 eV. The SMILES is [H]/N=C/CP.


(6)
Here is a cluster of 2 separate species, C2H6NP in total in a non-equilibrium geometry from the Open Molecules 2025 dataset. Energies are from wB97M-V/def2-TZVPD.

Structure (XYZ):
```
10
Properties=species:S:1:pos:R:3:forces:R:3:mulliken_charge:R:1
N -2.182 -1.045 1.063 -1.2761 0.7517 0.3610 -0.393
P -0.927 -1.784 0.840 1.7690 -1.3171 -0.3800 0.228
H 0.226 -1.972 1.635 -0.1896 0.2667 0.4015 0.102
H -0.502 -2.512 -0.296 -0.3526 0.0726 -0.1758 0.111
C 0.877 1.578 -0.084 0.2315 0.1555 0.2314 -0.329
C 0.263 0.856 -0.996 -0.2783 -0.2526 -0.3015 -0.331
H 0.764 1.386 0.971 -0.0881 -0.0556 0.1721 0.234
H 1.525 2.396 -0.351 0.1064 0.1348 -0.0702 0.218
H 0.360 1.047 -2.052 0.1153 0.1000 -0.1824 0.211
H -0.405 0.050 -0.731 -0.0375 0.1440 -0.0561 -0.053
```
Positions in Å, forces in eV/Å.

The value obtained for the HOMO energy is -9.764 eV. For the lowest unoccupied orbital energy, the calculation gives -0.384 eV. The calculation puts the energy relative to the best compared isomer or geometry (same formula, charge and spin) at 65.0 kcal per mole. The frontier orbital gap is 9.380 eV. The SMILES is N#[PH2].C=C.


(7)
Here is an isolated molecule of C2H6NPS in a non-equilibrium geometry from the Open Molecules 2025 dataset. Energies are from wB97M-V/def2-TZVPD.

Structure (XYZ):
```
11
Properties=species:S:1:pos:R:3:forces:R:3:mulliken_charge:R:1
C 0.523 1.328 -0.592 -0.5433 -0.5469 -1.4022 -0.729
N -0.246 0.247 -0.070 -5.0718 -2.5595 -2.9674 -0.165
C 0.183 -0.602 0.979 3.2862 -0.8962 -1.5603 -0.695
P -1.597 -0.636 -1.267 2.1560 0.8389 2.4836 0.266
S -2.114 -2.359 -0.523 0.4816 1.4152 -0.4426 -0.283
H 0.841 1.151 -1.625 -0.0881 -0.0335 -0.0704 0.287
H 0.077 2.321 -0.586 -0.0881 -0.0002 0.5818 0.233
H 1.370 1.193 -0.013 2.2222 1.0546 1.0136 0.327
H -0.375 -0.558 1.841 -1.1379 0.8283 2.3482 0.304
H 0.025 -1.666 0.702 0.5392 0.3580 -0.1095 0.195
H 1.314 -0.418 1.154 -1.7559 -0.4587 0.1252 0.262
```
Positions in Å, forces in eV/Å.

The value obtained for the HOMO energy is -8.652 eV. For the lowest unoccupied orbital energy, the calculation gives -1.035 eV. The calculation puts the energy relative to the best compared isomer or geometry (same formula, charge and spin) at 27.2 kcal per mole. The frontier orbital gap is 7.616 eV. The SMILES is CN(C)P=S.


(8)
Here is a cluster of 2 separate species, C2H6NS in total in a non-equilibrium geometry from the Open Molecules 2025 dataset. Energies are from wB97M-V/def2-TZVPD.

Structure (XYZ):
```
10
Properties=species:S:1:pos:R:3:forces:R:3:mulliken_charge:R:1
S 0.216 0.066 -2.574 -0.2325 -0.1015 -0.3220 -0.844
H 1.418 0.637 -2.434 0.1296 0.0606 0.0592 -0.044
C 0.791 -0.131 0.806 -0.0067 -0.3558 1.1619 -0.474
C -1.487 0.057 0.599 0.3762 -0.1652 -1.4069 -0.206
N -0.555 -0.310 1.375 -0.5134 -1.5119 -0.6503 -0.504
H 1.108 0.909 0.935 0.3839 -0.1811 -0.6797 0.267
H 0.743 -0.580 -0.203 0.2262 1.1902 0.0071 0.120
H 1.458 -0.826 1.342 -0.0164 0.5942 0.3446 0.241
H -2.336 -0.603 0.372 -0.7511 0.5426 1.4346 0.207
H -1.356 0.780 -0.219 0.4042 -0.0721 0.0516 0.237
```
Positions in Å, forces in eV/Å.

The value obtained for the HOMO energy is -2.675 eV. For the lowest unoccupied orbital energy, the calculation gives 4.470 eV. The net charge is -1. The calculation puts the energy relative to the best compared isomer or geometry (same formula, charge and spin) at 38.9 kcal per mole. The frontier orbital gap is 7.145 eV.


Please write out number 5 again, unchanged.
Here is an isolated molecule of C2H6NP in a non-equilibrium geometry from the Open Molecules 2025 dataset. Energies are from wB97M-V/def2-TZVPD.

Structure (XYZ):
```
10
Properties=species:S:1:pos:R:3:forces:R:3:mulliken_charge:R:1
H 1.912 -1.988 0.701 -0.0658 -0.4998 0.5534 0.217
N 1.346 -1.206 0.424 3.1361 -0.8107 -1.9906 -0.439
C 0.336 -0.897 1.010 -3.7952 3.0792 0.8555 -0.123
C -0.458 0.522 0.296 3.2590 -4.1606 0.3254 -0.788
P 0.744 0.856 -1.173 1.4491 -0.9725 1.9330 -0.003
H -0.077 -1.404 1.923 0.0321 0.5687 -0.6930 0.355
H -1.223 0.003 -0.251 -1.4282 0.5999 0.7279 0.366
H -0.534 1.174 1.160 -0.7267 0.4568 -0.6426 0.403
H -0.188 1.345 -1.954 -2.1374 1.7466 -1.5033 0.000
H 0.484 -0.363 -1.863 0.2771 -0.0076 0.4342 0.011
```
Positions in Å, forces in eV/Å.

The value obtained for the HOMO energy is -9.007 eV. For the lowest unoccupied orbital energy, the calculation gives 1.104 eV. The calculation puts the energy relative to the best compared isomer or geometry (same formula, charge and spin) at 29.3 kcal per mole. The frontier orbital gap is 10.110 eV. The SMILES is [H]/N=C/CP.